Record 1
ORCA calculation (ωB97M-V/def2-TZVPD) on 2 unconnected molecules or ions with the total composition C4H10O2.

Values from the calculation:
Spin multiplicity: 1
Largest force on an atom, eV/Å: 0.55
Frontier orbital gap, eV: 10.77
E_HOMO, eV: -10.039
ΔE to the lowest compared entry with this formula, charge and spin, eV: 1.720

```
16
Properties=species:S:1:pos:R:3:nbo_charge:R:1
C -1.626 -0.677 0.075 -0.608
C -0.616 0.423 -0.251 -0.370
C 0.309 0.001 -1.370 0.468
O 1.470 0.341 -1.473 -0.550
C 0.173 0.898 0.975 -0.051
O 0.950 2.037 0.708 -0.721
H -2.150 -1.021 -0.823 0.216
H -1.141 -1.546 0.534 0.212
H -2.381 -0.308 0.774 0.222
H -1.156 1.294 -0.653 0.238
H -0.134 -0.656 -2.148 0.114
H -0.529 1.170 1.769 0.182
H 0.787 0.066 1.356 0.164
H 1.584 1.768 0.026 0.487
H 2.157 -2.092 0.518 -0.011
H 2.296 -1.559 0.019 0.009
```

Record 2
ORCA calculation (ωB97M-V/def2-TZVPD) on a single C4H10O2 molecule at a distorted geometry.

Values from the calculation:
Spin multiplicity: 1
Largest force on an atom, eV/Å: 4.65
Frontier orbital gap, eV: 11.23
E_HOMO, eV: -10.410
ΔE to the lowest compared entry with this formula, charge and spin, eV: 1.613

```
16
Properties=species:S:1:pos:R:3:nbo_charge:R:1
C 1.538 0.338 0.722 -0.630
C 0.763 -0.378 -0.304 0.068
O 1.010 0.330 -1.534 -0.710
C -0.724 -0.487 -0.084 0.035
C -1.411 0.767 -0.217 -0.610
O -1.111 -0.696 1.335 -0.727
H 2.607 0.313 0.508 0.224
H 1.390 1.431 0.687 0.221
H 1.323 -0.123 1.724 0.217
H 1.175 -1.406 -0.355 0.162
H 0.155 0.420 -1.962 0.463
H -1.332 -1.086 -0.744 0.184
H -1.274 1.207 -1.238 0.185
H -2.447 0.721 0.072 0.233
H -1.041 1.507 0.538 0.220
H -0.746 -1.502 1.660 0.464
```

Record 3
ORCA calculation (ωB97M-V/def2-TZVPD) on 2 unconnected molecules or ions with the total composition C4H10O2 at a distorted geometry.

Values from the calculation:
Spin multiplicity: 1
Largest force on an atom, eV/Å: 3.20
Frontier orbital gap, eV: 10.41
E_HOMO, eV: -9.674
ΔE to the lowest compared entry with this formula, charge and spin, eV: 1.399

```
16
Properties=species:S:1:pos:R:3:nbo_charge:R:1
C -1.304 0.110 -0.757 -0.444
C -2.050 1.226 -0.171 -0.423
C -0.918 2.072 0.333 -0.064
O -0.114 1.094 0.934 -0.525
C 0.000 0.000 0.000 -0.078
H -1.115 0.405 -1.807 0.201
H -1.909 -0.817 -0.771 0.215
H -2.699 0.968 0.688 0.205
H -2.645 1.848 -0.868 0.204
H -1.205 2.889 1.023 0.198
H -0.368 2.524 -0.514 0.150
H 0.766 0.171 -0.780 0.163
H 0.198 -0.990 0.454 0.196
O -0.787 5.623 0.897 -0.939
H -1.639 5.258 0.567 0.468
H -0.673 6.469 0.407 0.472
```

Record 4
ORCA calculation (ωB97M-V/def2-TZVPD) on 2 unconnected molecules or ions with the total composition C4H10O2 at a distorted geometry.

Values from the calculation:
Spin multiplicity: 1
Largest force on an atom, eV/Å: 2.62
Frontier orbital gap, eV: 10.50
E_HOMO, eV: -9.803
ΔE to the lowest compared entry with this formula, charge and spin, eV: 1.189

```
16
Properties=species:S:1:pos:R:3:nbo_charge:R:1
C 0.574 1.137 -0.911 -0.609
C 0.509 0.257 0.321 -0.347
C 0.464 1.118 1.593 -0.599
C 1.690 -0.626 0.537 0.447
O 1.610 -1.800 0.785 -0.512
H 0.077 0.744 -1.801 0.221
H 1.617 1.306 -1.193 0.209
H 0.178 2.154 -0.816 0.215
H -0.451 -0.243 0.374 0.222
H -0.272 1.918 1.486 0.217
H 1.345 1.798 1.563 0.201
H 0.378 0.622 2.550 0.225
H 2.695 -0.175 0.448 0.108
O -3.288 -3.038 -1.793 -0.935
H -4.064 -3.045 -1.218 0.469
H -3.061 -2.127 -1.923 0.466
```

Record 5
ORCA calculation (ωB97M-V/def2-TZVPD) on 3 unconnected molecules or ions with the total composition C4H10O2 at a distorted geometry.

Values from the calculation:
Spin multiplicity: 1
Largest force on an atom, eV/Å: 1.74
Frontier orbital gap, eV: 10.17
E_HOMO, eV: -9.413
ΔE to the lowest compared entry with this formula, charge and spin, eV: 2.172

```
16
Properties=species:S:1:pos:R:3:nbo_charge:R:1
C 1.538 -0.952 -0.696 -0.401
C 1.311 -0.144 0.351 -0.218
C 1.287 1.331 0.308 -0.258
C 0.404 1.974 1.076 -0.356
H 1.716 -0.577 -1.685 0.200
H 1.491 -1.995 -0.433 0.206
H 1.161 -0.608 1.332 0.213
H 2.107 1.919 -0.119 0.211
H 0.551 3.019 1.312 0.201
H -0.485 1.424 1.397 0.201
O -2.364 -1.900 1.346 -0.940
H -2.016 -2.025 0.459 0.468
H -3.307 -1.737 1.245 0.473
O -1.503 0.043 -2.101 -0.939
H -0.805 0.604 -2.455 0.469
H -1.087 -0.375 -1.336 0.469
```

Record 6
ORCA calculation (ωB97M-V/def2-TZVPD) on 2 unconnected molecules or ions with the total composition C4H10O2.

Values from the calculation:
Spin multiplicity: 1
Largest force on an atom, eV/Å: 0.36
Frontier orbital gap, eV: 8.51
E_HOMO, eV: -7.886
ΔE to the lowest compared entry with this formula, charge and spin, eV: 4.510

```
16
Properties=species:S:1:pos:R:3:nbo_charge:R:1
C 1.415 -1.587 -0.092 -0.617
C 0.291 -1.113 0.832 -0.544
C 0.246 0.321 1.273 -0.175
O 0.090 1.271 -0.464 -0.647
C -1.254 1.061 -0.902 0.217
O -1.739 2.172 -1.574 -0.705
H 1.374 -2.669 -0.266 0.206
H 1.355 -1.085 -1.064 0.202
H 2.394 -1.349 0.340 0.204
H -0.688 -1.448 0.459 0.195
H 0.388 -1.605 1.818 0.247
H 1.310 0.636 1.342 0.102
H 0.070 2.108 0.028 0.508
H -1.888 0.901 -0.027 0.183
H -1.212 0.162 -1.527 0.150
H -1.270 2.252 -2.415 0.474
```